Here is a 9-piece molecular cluster, C44H56F30N11O22S10 overall in a non-equilibrium geometry from OMol25. Energies are from the ωB97M-V functional and the def2-TZVPD basis.

Output
- Highest occupied orbital energy: -8.376 eV
- Orbital gap: 0.0628 Eh
- Total energy: -297825.2777 eV
- LUMO level: -6.667 eV

```
! RIJCOSX wB97M-V def2-TZVPD def2/J DEFGRID3
* xyz 1 1
C 15.373 -12.023 12.764
N 14.984 -10.844 13.570
C 14.658 -9.686 12.972
C 14.491 -8.533 13.723
C 14.495 -8.639 15.114
C 14.705 -9.870 15.708
C 15.010 -10.946 14.919
C 14.268 -7.391 15.904
C 13.597 -6.249 15.392
C 13.270 -5.194 16.197
N 13.670 -5.172 17.480
C 14.484 -6.109 17.953
C 14.711 -7.280 17.216
C 13.331 -3.980 18.252
H 16.411 -12.190 13.043
H 15.159 -11.759 11.734
H 14.792 -12.902 13.040
H 14.555 -9.701 11.896
H 14.378 -7.555 13.285
H 14.843 -10.050 16.765
H 15.188 -11.951 15.274
H 13.197 -6.335 14.393
H 12.792 -4.307 15.803
H 14.885 -5.999 18.949
H 15.237 -8.095 17.693
H 12.242 -3.919 18.211
H 13.884 -3.111 17.893
H 13.490 -4.107 19.321
C 19.320 -7.539 20.900
N 18.130 -7.318 21.715
C 17.258 -6.358 21.321
C 16.100 -6.107 22.011
C 15.795 -6.841 23.167
C 16.699 -7.819 23.552
C 17.863 -8.036 22.838
C 14.568 -6.591 23.986
C 14.612 -6.485 25.358
C 13.451 -6.346 26.082
N 12.287 -6.346 25.402
C 12.174 -6.354 24.057
C 13.344 -6.527 23.325
C 11.042 -6.235 26.227
H 19.798 -6.581 20.706
H 19.127 -8.134 20.012
H 20.029 -8.055 21.549
H 17.545 -5.775 20.452
H 15.496 -5.250 21.747
H 16.469 -8.326 24.479
H 18.635 -8.747 23.092
H 15.569 -6.668 25.828
H 13.408 -6.181 27.148
H 11.167 -6.458 23.684
H 13.282 -6.471 22.247
H 11.005 -5.330 26.831
H 10.905 -7.102 26.869
H 10.180 -6.162 25.568
C 20.897 -0.192 16.046
N 21.680 -1.054 17.045
C 21.537 -2.502 16.650
C 23.101 -0.539 17.081
C 20.922 -0.788 18.372
C 21.444 -1.526 19.595
O 22.816 -1.365 19.886
H 21.412 -0.217 15.089
H 20.942 0.795 16.500
H 19.870 -0.550 15.997
H 20.479 -2.733 16.553
H 22.021 -3.158 17.371
H 22.037 -2.655 15.695
H 23.093 0.533 17.253
H 23.552 -0.788 16.121
H 23.640 -1.102 17.838
H 19.882 -0.998 18.120
H 20.919 0.291 18.529
H 21.260 -2.604 19.504
H 20.848 -1.166 20.439
H 22.925 -1.718 20.774
C 15.124 -3.817 13.002
N 16.283 -3.111 12.347
C 16.985 -4.106 11.423
C 15.707 -1.975 11.485
C 17.151 -2.544 13.479
C 18.589 -2.262 13.062
O 18.712 -1.445 11.911
H 14.401 -4.045 12.223
H 14.733 -3.118 13.741
H 15.498 -4.667 13.573
H 16.312 -4.260 10.581
H 17.171 -5.071 11.894
H 17.872 -3.614 11.034
H 16.564 -1.509 11.004
H 15.251 -1.240 12.146
H 15.003 -2.321 10.732
H 17.117 -3.311 14.253
H 16.614 -1.678 13.864
H 19.208 -3.162 13.028
H 18.983 -1.612 13.854
H 19.636 -1.461 11.647
C 18.379 -8.840 14.853
F 17.241 -9.318 15.324
F 19.095 -8.287 15.839
F 19.142 -9.707 14.222
S 17.894 -7.432 13.644
O 17.022 -6.602 14.449
O 19.125 -6.780 13.258
N 17.033 -8.322 12.498
S 18.018 -8.368 11.287
O 18.136 -7.166 10.502
O 19.267 -9.094 11.484
C 16.917 -9.501 10.147
F 16.734 -10.688 10.715
F 15.754 -8.893 9.867
F 17.595 -9.667 9.023
C 18.323 -5.296 17.344
F 18.623 -5.318 16.075
F 17.523 -6.331 17.704
F 19.443 -5.335 18.043
S 17.266 -3.718 17.606
O 18.153 -2.594 17.408
O 16.181 -3.826 16.635
N 16.670 -3.828 19.193
S 16.787 -2.376 19.769
O 18.145 -1.979 20.138
O 16.006 -1.395 19.087
C 15.789 -2.523 21.395
F 16.530 -3.161 22.332
F 15.631 -1.304 21.842
F 14.619 -3.093 21.104
C 12.515 -0.202 19.836
F 12.125 -0.335 21.122
F 13.758 0.236 19.812
F 12.501 -1.362 19.177
S 11.324 1.043 19.016
O 11.775 1.257 17.660
O 9.994 0.420 18.995
N 11.495 2.294 20.162
S 10.272 3.159 19.814
O 10.071 3.473 18.408
O 9.094 2.793 20.604
C 10.900 4.858 20.415
F 11.472 4.758 21.602
F 11.773 5.365 19.534
F 9.868 5.707 20.507
C 18.804 0.622 22.729
F 17.584 0.643 23.243
F 19.457 -0.515 23.041
F 18.663 0.586 21.404
S 19.823 2.177 23.252
O 21.171 1.734 22.945
O 19.343 3.272 22.423
N 19.510 2.426 24.941
S 19.973 3.898 25.110
O 21.228 4.311 24.564
O 18.830 4.768 24.925
C 20.379 3.999 26.973
F 19.222 3.841 27.686
F 21.335 3.197 27.361
F 20.709 5.274 27.244
C 17.167 1.312 17.194
F 17.743 0.477 18.059
F 16.329 2.083 17.832
F 18.131 2.067 16.643
S 16.161 0.316 15.891
O 16.898 -0.892 15.649
O 14.846 0.098 16.448
N 15.879 1.376 14.617
S 16.995 1.103 13.552
O 18.349 0.919 14.091
O 16.623 0.153 12.511
C 16.885 2.768 12.688
F 17.110 3.695 13.593
F 17.845 2.900 11.717
F 15.757 2.934 12.021
*
```